Entry 1:
Molecular formula: C45H38Cl2N6O2PPb
Method: DFT, ωB97M-V with the def2-TZVPD basis set

Results
ΔE to the lowest compared entry with this formula, charge and spin = 0.0 kcal per mole
electronic energy = -3671.3712 hartree
total charge = -1
frontier orbital gap = 6.989 eV
LUMO energy = 2.33 eV

Last column: Löwdin charge in e.
Cartesian coordinates (Å):
C1 1.55 -1.83 -2.51  -0.111
C2 -2.52 -0.93 -2.50  -0.316
C3 -1.84 -0.16 5.01  -0.148
C4 4.93 2.06 2.15  -0.680
C5 3.84 1.75 2.94  -0.037
C6 0.51 1.54 0.76  -0.264
H1 -3.09 -0.12 6.75  0.096
H2 -2.33 -0.14 -4.47  0.106
C7 -0.23 -4.07 -0.13  -0.145
C8 2.91 -2.30 0.68  -0.495
H3 -1.22 0.65 8.22  0.102
C9 1.73 0.68 4.63  -0.482
H4 1.49 5.00 -0.79  0.096
C10 1.51 -5.70 -0.12  -0.070
C11 1.21 4.04 -0.38  -0.103
C12 -2.10 0.05 6.36  -0.072
C13 -2.99 3.69 0.94  -0.114
H5 1.96 0.77 -0.62  0.066
C14 0.30 0.99 -4.11  -0.084
H6 -2.46 3.72 -0.03  0.070
C15 -1.05 2.16 -2.51  -0.104
C16 -1.06 0.48 7.17  -0.068
H7 1.97 -1.08 -1.84  0.094
C17 -0.49 0.97 -2.97  -0.373
Pb1 0.23 -0.55 1.83  1.227
C18 -0.85 3.34 -3.19  -0.085
H8 0.13 4.29 -4.86  0.096
C19 2.39 -4.68 0.21  -0.010
H9 -0.56 -6.14 -0.58  0.096
H10 1.05 1.01 7.17  0.112
C20 -3.01 -0.61 -3.77  -0.097
H11 -1.13 3.66 2.82  0.119
O1 2.59 1.14 5.39  0.003
N1 2.42 -1.14 1.15  -0.028
C21 0.48 -3.79 -4.13  -0.091
H12 3.62 2.36 3.80  0.102
H13 -2.66 0.52 1.92  0.042
C22 2.37 -2.81 -3.02  -0.072
C23 -4.72 -1.77 -1.95  -0.050
C24 4.45 0.19 0.74  -0.058
C25 3.33 -0.13 1.51  -0.247
H14 -3.92 1.27 0.93  0.085
C26 -4.31 -0.87 -4.14  -0.103
C27 0.52 2.18 -4.79  -0.088
C28 -2.86 1.32 1.20  -0.134
H15 -2.81 4.64 1.44  0.083
C29 0.24 3.95 0.61  -0.072
C30 -0.12 2.73 1.18  -0.258
O2 4.09 -2.59 0.48  0.002
H16 1.86 -6.71 -0.25  0.100
H17 2.47 -4.59 -4.23  0.098
H18 1.15 2.19 -5.67  0.098
H19 -1.27 -3.78 -0.27  0.085
C31 1.45 1.66 -0.26  -0.164
H20 -0.24 4.86 0.97  0.101
C32 0.36 0.44 5.25  -0.190
H21 -4.06 3.61 0.73  0.079
H22 3.42 -2.83 -2.76  0.111
H23 3.45 -4.85 0.34  0.112
N2 1.84 0.36 3.34  -0.008
C33 -0.05 3.36 -4.34  -0.094
H24 2.57 2.91 -1.59  0.105
N3 0.61 -3.09 0.21  0.059
C34 -1.19 2.73 2.25  -0.175
C35 3.02 0.66 2.64  -0.219
H25 4.69 -0.42 -0.11  0.105
N4 -2.58 2.60 1.80  -0.245
H26 -1.28 4.26 -2.82  0.103
H27 -2.27 1.10 0.29  0.049
Cl1 6.60 1.64 0.03  0.623
N5 -0.64 0.03 4.47  0.013
N6 -2.97 -1.90 -0.30  0.095
C36 1.81 2.87 -0.82  -0.092
C37 -5.17 -1.45 -3.21  -0.102
H28 -3.69 -1.92 0.40  0.092
C38 0.17 -5.38 -0.30  -0.069
H29 -1.00 1.91 2.96  0.077
C39 1.90 -3.39 0.37  -0.218
C40 -0.34 -2.80 -3.61  -0.084
C41 0.18 -1.80 -2.80  -0.379
P1 -0.82 -0.52 -1.96  1.117
H30 -2.62 -0.50 4.34  0.102
C42 0.19 0.67 6.61  -0.002
H31 -4.66 -0.61 -5.13  0.094
H32 -5.40 -2.22 -1.23  0.104
C43 5.24 1.28 1.05  -0.683
H33 -2.12 -1.45 0.02  -0.014
H34 -6.20 -1.65 -3.48  0.097
Cl2 5.90 3.44 2.57  0.625
H35 -1.40 -2.80 -3.84  0.096
C44 -3.40 -1.51 -1.57  -0.327
H36 0.05 -4.57 -4.75  0.097
H37 -1.63 2.16 -1.60  0.084
C45 1.83 -3.80 -3.84  -0.091
H38 0.76 0.07 -4.47  0.100

=====

Entry 2:
Molecular formula: CH3Br2P
Method: DFT, ωB97M-V with the def2-TZVPD basis set

Results
ΔE to the lowest compared entry with this formula, charge and spin = 42.6 kcal per mole
electronic energy = -5529.2618 hartree
frontier orbital gap = 9.708 eV
LUMO energy = -0.19 eV

Last column: Löwdin charge in e.
Cartesian coordinates (Å):
P1 0.29 1.29 -0.08  0.291
H1 0.19 0.66 -1.43  -0.068
Br1 2.38 1.09 0.30  0.227
C1 -0.28 -0.38 0.41  -0.837
Br2 -2.26 -0.63 -0.43  0.357
H2 0.19 -1.27 -0.17  0.036
H3 -0.51 -0.75 1.40  -0.007

=====

Entry 3:
Molecular formula: CH2Br2S
Method: DFT, ωB97M-V with the def2-TZVPD basis set

Results
ΔE to the lowest compared entry with this formula, charge and spin = 59.1 kcal per mole
electronic energy = -5585.3984 hartree
frontier orbital gap (alpha / beta) = 9.174 / 5.873 eV
LUMO energy (alpha / beta) = -0.27 / -2.53 eV

Last column: Löwdin charge in e.
Cartesian coordinates (Å):
S1 -3.47 0.47 1.40  -0.082
H1 0.38 -0.24 -0.95  0.001
Br1 -0.70 -2.15 0.31  0.578
C1 0.23 -0.59 0.09  -0.572
H2 0.25 -0.01 1.03  -0.008
Br2 -3.96 0.30 -0.67  0.084

=====

Number 1: strongest force on any atom 0.132 eV/A. Number 2: strongest force on any atom 3.933 eV/A. Number 3: strongest force on any atom 1.344 eV/A.